Entry from OMol25: a 4-piece molecular cluster, C21H35Br6N3O7PS overall (ωB97M-V/def2-TZVPD).

Summary:
- E: -17695.53912 hartree
- Total charge: +1
- 2S+1: 1
- Frontier orbital gap: 6.94 eV

XYZ file:
```
74
Properties=species:S:1:pos:R:3:forces:R:3:lowdin_charge:R:1
C -3.3560 0.5675 0.3431 0.13 0.17 -0.06 -0.05
C -3.1169 -0.9053 -0.1248 -0.08 0.54 0.78 -0.37
N -2.6368 -1.7384 0.7073 -0.20 -0.02 -0.84 0.15
C -3.4067 -1.4065 -1.5940 1.14 1.10 0.15 -0.03
C -2.3150 -0.7488 -2.5005 0.33 -0.76 -0.39 -0.08
N -2.4457 0.5870 -2.7699 1.55 -0.83 -0.83 0.17
C -1.5533 1.3285 -3.5139 0.94 0.78 -1.00 -0.14
C -1.8909 2.8300 -3.6690 -1.25 0.19 0.85 -0.11
C -1.3603 3.7131 -2.4426 -0.22 -0.96 -0.67 -0.15
C 0.2076 3.7997 -2.3521 -0.57 0.91 1.48 -0.14
C 0.7004 2.8763 -1.1806 -0.24 -0.15 -1.15 -0.20
O 1.9571 3.3919 -0.7148 -0.58 -1.56 0.34 -0.03
C 2.4364 2.6753 0.3847 0.75 -0.05 0.93 -0.48
C 2.6716 1.1302 0.3837 -0.27 0.34 -0.15 -0.01
O 2.6995 3.2983 1.3719 0.00 -0.02 -0.34 0.14
C -0.3853 0.7124 -4.0935 -0.79 -2.60 1.66 -0.07
P 0.8984 1.6077 -5.0589 2.01 2.09 -1.85 0.57
O 0.4559 2.8803 -5.6753 -0.62 -1.10 0.90 -0.26
O 2.2331 1.8839 -4.1112 -1.62 -1.43 -1.60 -0.13
O 1.4692 0.6377 -6.2932 -1.43 0.14 2.14 -0.13
C -0.2101 -0.7404 -3.8553 -1.02 1.27 1.17 0.03
C 0.9759 -1.5664 -4.4055 0.13 -0.65 -0.55 -0.56
O 0.7129 -2.5536 -5.0250 -0.33 0.26 0.15 0.18
O 2.3082 -1.2428 -4.2155 -0.66 0.66 0.61 -0.45
S 2.8941 -1.9911 -2.7891 0.43 -0.01 0.31 0.85
C -1.1928 -1.4871 -3.0506 0.29 1.52 -0.42 -0.13
N -1.1122 -2.8714 -2.7579 0.67 1.33 0.89 0.14
H -2.7547 0.7336 1.2792 -0.64 -0.27 -1.13 -0.03
H -4.4217 0.7775 0.6308 0.86 -0.28 -0.60 0.10
H -2.9895 1.3415 -0.3851 -0.52 -0.66 0.59 0.05
H -2.4741 -1.2880 1.6161 -0.03 -0.14 -0.27 0.00
H -4.3950 -1.0519 -1.9723 0.59 -0.45 0.41 0.14
H -3.3026 -2.5158 -1.6038 -0.30 0.98 -0.13 0.12
H -3.2668 1.0680 -2.3894 0.41 -0.13 -0.25 0.16
H -3.0173 2.8977 -3.5862 0.97 -0.14 -0.22 0.12
H -1.6407 3.2636 -4.6629 0.27 -0.63 0.80 0.12
H -1.7883 3.2068 -1.5286 0.55 0.60 -0.65 0.09
H -1.8733 4.7066 -2.4933 0.64 -0.80 -0.15 0.13
H 0.7415 3.6497 -3.3159 -0.54 -0.06 0.79 0.08
H 0.4451 4.8527 -2.0294 -0.09 -1.02 -0.31 0.13
H 0.8032 1.8246 -1.5639 0.11 0.66 0.33 0.11
H -0.0647 2.8370 -0.3518 0.79 0.32 -0.64 0.14
H 3.3624 0.7902 -0.4281 -0.89 0.34 0.38 0.06
H 3.1603 0.8495 1.3512 -0.58 0.51 -0.84 0.05
H 1.6661 0.6389 0.3402 0.93 0.11 -0.18 0.08
H 2.9587 2.0035 -4.7632 -0.15 0.04 0.58 0.11
H 0.7072 0.4976 -6.8946 0.64 0.13 0.01 0.11
H 4.1603 -1.4508 -2.7220 -0.94 0.05 -0.47 -0.09
H -0.2012 -3.2725 -2.9883 -0.43 0.08 -0.37 0.09
H -1.1864 -2.9529 -1.7345 -0.31 -0.33 -0.44 0.11
Br 1.5299 -0.0381 5.4028 -0.04 0.06 0.00 0.63
C -0.2219 -0.8694 5.5793 0.42 0.06 -0.40 -0.79
C -0.8205 -1.1580 4.2287 -0.20 -0.14 0.04 -0.66
Br -1.5186 0.4688 3.4055 0.24 -0.01 0.20 0.70
H -0.8303 -0.2063 6.1851 -0.01 -0.04 -0.18 -0.01
H -0.0454 -1.7922 6.1250 -0.05 0.01 -0.16 0.00
H -1.6812 -1.8213 4.3211 0.01 0.08 0.06 0.05
H -0.1086 -1.5896 3.5280 0.01 0.09 0.08 0.06
Br -1.1565 -1.4368 8.5335 -0.25 -0.07 0.65 0.73
C -2.9094 -2.2688 8.6955 0.25 -0.14 0.07 -0.66
C -3.5009 -2.5611 7.3406 -0.31 0.06 0.01 -0.68
Br -4.1909 -0.9442 6.5001 0.16 -0.03 -0.10 0.62
H -3.5217 -1.6027 9.2987 -0.01 -0.04 -0.13 0.06
H -2.7378 -3.1939 9.2448 -0.04 0.03 -0.07 0.06
H -4.3610 -3.2236 7.4324 0.06 0.03 0.05 0.06
H -2.7851 -2.9965 6.6468 0.00 0.01 0.13 0.05
Br 4.1822 -1.7900 2.4226 -0.07 0.02 -0.10 0.63
C 5.1855 -2.3047 0.8348 -0.04 -0.23 0.32 -0.69
C 6.5546 -1.6765 0.8203 0.10 0.14 -0.30 -0.68
Br 6.4644 0.2029 0.3177 -0.01 -0.04 0.06 0.63
H 4.5792 -2.0293 -0.0262 0.10 0.06 0.04 0.02
H 5.2622 -3.3905 0.8878 0.06 0.06 -0.02 0.06
H 7.1830 -2.1438 0.0625 -0.06 -0.02 0.05 0.06
H 7.0580 -1.7243 1.7830 -0.12 -0.02 -0.04 0.06
```
Positions in Å, forces in eV/Å.